[1]
The following is a quantum chemistry calculation of C61H51IKN3O2P2 as an isolated structure, from OMol25.

Last column: Löwdin charge in e.
Positions of all 121 atoms, in Å:
K 0.952 -0.839 0.855  0.466
I 1.393 2.655 1.895  1.128
C 0.193 4.429 2.144  -0.545
C 0.764 5.259 3.078  -0.205
C 0.380 6.602 3.240  -0.100
C -0.570 7.123 2.422  -0.070
C -1.210 6.313 1.454  -0.174
C -2.193 6.919 0.634  -0.059
C -2.873 6.189 -0.286  -0.087
C -2.621 4.810 -0.386  -0.121
C -1.676 4.164 0.374  -0.295
P -1.598 2.312 0.299  1.068
C -2.586 1.869 -1.176  -0.372
C -2.248 2.368 -2.435  -0.123
C -2.844 1.862 -3.579  -0.098
C -3.772 0.829 -3.487  -0.098
C -4.098 0.311 -2.243  -0.065
C -3.510 0.831 -1.098  -0.074
C -2.791 1.971 1.661  -0.359
C -4.000 2.644 1.826  -0.087
C -4.868 2.286 2.846  -0.104
C -4.538 1.254 3.719  -0.099
C -3.334 0.584 3.570  -0.077
C -2.467 0.944 2.543  -0.091
C -0.880 4.925 1.311  -0.173
H 1.570 4.866 3.684  0.061
H 0.867 7.218 3.987  0.095
H -0.864 8.165 2.495  0.099
H -2.388 7.978 0.768  0.102
H -3.630 6.648 -0.912  0.097
H -3.227 4.232 -1.070  0.089
H -1.505 3.153 -2.518  0.086
H -2.570 2.263 -4.548  0.093
H -4.222 0.420 -4.383  0.092
H -4.797 -0.513 -2.158  0.092
H -3.756 0.398 -0.138  0.082
H -4.270 3.452 1.156  0.097
H -5.809 2.812 2.964  0.091
H -5.226 0.975 4.509  0.094
H -3.056 -0.242 4.212  0.094
H -1.553 0.378 2.423  0.075
O -2.228 -2.554 3.882  0.003
C -2.189 -2.715 2.669  -0.578
N -2.951 -3.722 2.042  0.123
C -2.995 -3.465 0.619  -0.273
C -1.890 -2.349 0.517  -0.474
O -1.541 -1.862 -0.555  -0.009
N -1.490 -1.992 1.747  0.117
C -2.645 -4.682 -0.222  -0.145
C -2.723 -5.959 0.319  -0.027
C -2.456 -7.079 -0.458  -0.101
C -2.099 -6.934 -1.790  -0.123
C -1.996 -5.659 -2.331  -0.086
C -2.266 -4.541 -1.556  -0.027
C -4.343 -2.851 0.230  -0.109
C -5.153 -3.343 -0.787  -0.021
C -6.381 -2.752 -1.070  -0.103
C -6.819 -1.653 -0.346  -0.114
C -6.016 -1.153 0.674  -0.083
C -4.800 -1.750 0.957  -0.025
H -3.819 -3.930 2.513  0.137
H -2.968 -6.070 1.367  0.103
H -2.509 -8.066 -0.014  0.092
H -1.872 -7.805 -2.393  0.091
H -1.680 -5.530 -3.360  0.098
H -2.156 -3.545 -1.962  0.114
H -4.831 -4.196 -1.369  0.107
H -6.994 -3.155 -1.867  0.093
H -7.769 -1.187 -0.577  0.091
H -6.328 -0.285 1.245  0.099
H -4.185 -1.338 1.751  0.107
N 3.140 0.697 1.150  -0.516
P 3.970 1.525 0.165  0.571
C 5.159 2.744 0.907  -0.279
C 6.026 3.588 0.222  -0.102
C 6.876 4.444 0.911  -0.107
C 6.866 4.465 2.299  -0.117
C 6.006 3.624 2.994  -0.095
C 5.161 2.770 2.299  -0.109
C 5.051 0.522 -0.951  -0.273
C 5.135 -0.832 -0.631  -0.073
C 5.880 -1.700 -1.417  -0.080
C 6.552 -1.218 -2.533  -0.111
C 6.459 0.127 -2.870  -0.111
C 5.703 0.989 -2.088  -0.103
C 3.096 2.585 -1.094  -0.327
C 2.316 1.896 -2.023  -0.087
C 1.431 2.564 -2.854  -0.093
C 1.305 3.945 -2.762  -0.115
C 2.079 4.647 -1.849  -0.096
C 2.971 3.971 -1.026  -0.127
H 6.041 3.589 -0.862  0.091
H 7.547 5.098 0.365  0.090
H 7.528 5.137 2.834  0.088
H 5.994 3.637 4.078  0.093
H 4.476 2.097 2.807  0.071
H 4.565 -1.190 0.221  0.089
H 5.912 -2.754 -1.172  0.096
H 7.129 -1.892 -3.155  0.089
H 6.962 0.496 -3.757  0.088
H 5.599 2.027 -2.387  0.091
H 2.390 0.813 -2.069  0.114
H 0.820 2.006 -3.553  0.099
H 0.597 4.475 -3.390  0.092
H 1.967 5.721 -1.758  0.096
H 3.534 4.524 -0.283  0.094
C 3.548 -6.618 0.772  -0.088
C 2.690 -6.052 -0.370  -0.676
C 3.523 -6.051 -1.660  -0.086
C 1.467 -6.961 -0.571  -0.082
C 2.250 -4.682 -0.047  -0.301
C 1.861 -3.538 0.208  -0.136
H 3.880 -7.639 0.547  0.065
H 2.974 -6.631 1.700  0.075
H 4.425 -5.987 0.929  0.072
H 3.857 -7.065 -1.917  0.066
H 4.399 -5.411 -1.538  0.066
H 2.931 -5.655 -2.486  0.075
H 1.769 -7.988 -0.815  0.068
H 0.844 -6.574 -1.378  0.066
H 0.857 -6.978 0.334  0.078

Results
- LUMO energy (eV) = 3.795
- net charge = -2
- energy above the lowest of the compared OMol25 structures with the same formula, charge and spin (kcal/mol) = 5.0
- molar mass (g/mol) = 1086.0
- maximum force (Eh/bohr) = 0.012
- HOMO-LUMO gap (eV) = 6.115


[2]
The following is a quantum chemistry calculation of a 3-piece molecular cluster, C61H52F5O10 overall, from OMol25.

Last column: Löwdin charge in e.
Positions of all 128 atoms, in Å:
C 3.555 -6.837 -1.278  -0.120
C 4.850 -6.326 -0.486  -0.236
C 5.883 -5.703 -1.536  -0.220
C 5.660 -4.148 -1.765  -0.202
C 5.003 -3.805 -3.179  -0.203
C 3.447 -3.588 -3.090  -0.175
C 2.785 -3.200 -4.490  -0.132
C 1.759 -2.038 -4.186  -0.139
C 0.349 -2.390 -4.247  0.061
C -0.694 -1.379 -3.967  -0.007
C -2.169 -1.870 -4.112  -0.671
O -2.844 -1.355 -5.034  -0.054
O -2.689 -2.785 -3.374  -0.083
C -0.293 -0.017 -3.605  -0.065
C -1.409 1.026 -3.328  -0.142
C -1.831 1.163 -1.806  -0.163
C -3.415 1.191 -1.667  -0.198
C -3.941 0.503 -0.348  -0.221
C -3.538 -1.009 -0.182  -0.227
C -4.508 -2.012 -0.950  -0.238
C -5.716 -2.394 0.022  -0.125
C 1.142 0.311 -3.527  -0.001
C 2.202 -0.693 -3.839  -0.028
C 3.692 -0.264 -3.780  -0.249
O 4.500 -0.822 -4.501  0.067
C 4.149 0.899 -2.841  0.011
C 5.523 1.019 -2.347  -0.090
C 6.641 0.010 -2.728  -0.040
C 7.888 0.035 -1.788  -0.495
O 8.901 0.537 -2.207  0.097
O 7.919 -0.485 -0.507  0.090
C 5.808 2.174 -1.491  0.064
C 4.809 3.165 -1.104  -0.060
C 5.197 4.329 -0.161  -0.315
F 4.601 4.200 1.092  0.095
F 6.571 4.242 0.094  0.066
C 4.962 5.772 -0.753  -0.444
F 3.807 5.921 -1.444  0.157
F 6.018 6.049 -1.576  0.143
F 4.973 6.714 0.259  0.106
C 3.447 2.981 -1.637  0.065
C 3.094 1.882 -2.514  -0.022
C 1.657 1.708 -3.118  -0.255
O 1.003 2.729 -3.196  0.084
H 3.743 -6.736 -2.382  0.063
H 2.672 -6.201 -0.987  0.070
H 3.339 -7.908 -1.027  0.064
H 5.315 -7.150 0.108  0.091
H 4.534 -5.493 0.200  0.094
H 5.868 -6.264 -2.511  0.099
H 6.902 -5.893 -1.087  0.098
H 6.688 -3.678 -1.800  0.096
H 5.110 -3.672 -0.915  0.103
H 5.310 -4.610 -3.899  0.112
H 5.485 -2.845 -3.524  0.076
H 3.258 -2.733 -2.380  0.116
H 2.997 -4.523 -2.672  0.092
H 2.236 -4.115 -4.845  0.108
H 3.544 -2.886 -5.253  0.108
H 0.031 -3.431 -4.506  0.127
H -1.154 2.007 -3.815  0.112
H -2.321 0.662 -3.886  0.098
H -1.350 0.365 -1.195  0.102
H -1.496 2.191 -1.478  0.105
H -3.803 2.252 -1.643  0.106
H -3.939 0.697 -2.526  0.106
H -5.067 0.545 -0.296  0.108
H -3.571 1.081 0.547  0.102
H -3.566 -1.253 0.920  0.096
H -2.497 -1.253 -0.524  0.093
H -3.910 -2.951 -1.091  0.090
H -4.834 -1.549 -1.911  0.103
H -5.674 -3.504 0.206  0.067
H -6.669 -2.103 -0.484  0.053
H -5.608 -1.896 1.018  0.059
H 7.010 0.276 -3.757  0.147
H 6.229 -1.035 -2.836  0.104
H 7.016 -0.840 -0.362  0.118
H 6.855 2.281 -1.130  0.123
H 2.659 3.724 -1.355  0.129
C 3.105 7.758 8.918  -0.061
C 3.982 8.796 9.220  -0.063
C 4.932 9.196 8.292  -0.004
C 5.017 8.551 7.061  -0.084
C 4.154 7.495 6.768  -0.082
C 3.191 7.108 7.696  0.000
C 4.265 6.765 5.479  -0.278
O 3.510 5.847 5.223  0.110
C 5.318 7.170 4.516  -0.078
C 5.473 6.460 3.328  0.015
C 6.446 6.840 2.415  -0.055
C 7.262 7.936 2.680  -0.042
C 7.115 8.644 3.864  -0.001
C 6.150 8.258 4.790  -0.088
C 6.026 9.000 6.068  -0.280
O 6.741 9.956 6.303  0.097
H 2.357 7.452 9.640  0.106
H 3.922 9.295 10.181  0.105
H 5.609 10.008 8.529  0.119
H 2.510 6.296 7.467  0.121
H 4.838 5.609 3.116  0.112
H 6.570 6.287 1.500  0.081
H 8.017 8.236 1.962  0.110
H 7.756 9.494 4.068  0.119
C -12.183 -4.268 -2.791  -0.059
C -11.024 -3.509 -2.649  -0.051
C -10.373 -3.455 -1.426  0.009
C -10.885 -4.151 -0.334  -0.081
C -12.059 -4.893 -0.470  -0.086
C -12.700 -4.958 -1.704  -0.005
C -12.643 -5.601 0.696  -0.280
O -13.665 -6.252 0.579  0.097
C -11.963 -5.495 2.012  -0.084
C -12.528 -6.106 3.129  -0.004
C -11.893 -6.023 4.360  -0.063
C -10.687 -5.338 4.479  -0.060
C -10.123 -4.724 3.370  0.002
C -10.764 -4.792 2.137  -0.080
C -10.170 -4.101 0.965  -0.277
O -9.120 -3.499 1.068  0.112
H -12.685 -4.316 -3.750  0.106
H -10.628 -2.960 -3.496  0.111
H -9.469 -2.867 -1.321  0.120
H -13.605 -5.544 -1.818  0.118
H -13.465 -6.642 3.041  0.119
H -12.337 -6.495 5.229  0.105
H -10.188 -5.281 5.440  0.106
H -9.187 -4.188 3.468  0.123

Results
- LUMO energy (eV) = 0.177
- net charge = -1
- molar mass (g/mol) = 1040.1
- maximum force (Eh/bohr) = 0.062
- HOMO-LUMO gap (eV) = 5.139